Run P
Molecular formula: C48H72O36
Method: DFT, ωB97M-V with the def2-TZVPD basis set

Results
Structure (SMILES)   C[C@H]1COC(=O)O1.C[C@H]1COC(=O)O1.C[C@H]1COC(=O)O1.C[C@H]1COC(=O)O1.C[C@H]1COC(=O)O1.C[C@H]1COC(=O)O1.C[C@H]1COC(=O)O1.C[C@H]1COC(=O)O1.C[C@H]1COC(=O)O1.C[C@H]1COC(=O)O1.C[C@H]1COC(=O)O1.C[C@H]1COC(=O)O1
LUMO energy   -0.45 eV

The geometry in ORCA input format:
```
! RIJCOSX wB97M-V def2-TZVPD def2/J DEFGRID3
* xyz 0 1
C -2.687 -4.815 5.425
C -2.903 -4.067 4.131
C -1.711 -3.205 3.713
O -1.561 -3.475 2.322
C -2.324 -4.539 1.978
O -2.396 -4.960 0.864
O -2.999 -5.003 3.034
H -3.524 -5.455 5.681
H -2.423 -4.124 6.224
H -1.793 -5.426 5.258
H -3.819 -3.472 4.138
H -0.822 -3.496 4.269
H -1.895 -2.144 3.874
C 2.175 -1.105 2.876
C 2.461 -2.574 2.836
C 3.720 -2.989 3.640
O 3.254 -4.028 4.504
C 1.909 -4.088 4.476
O 1.234 -4.777 5.168
O 1.412 -3.232 3.557
H 2.119 -0.702 3.890
H 1.261 -0.836 2.348
H 2.994 -0.514 2.454
H 2.541 -3.000 1.836
H 4.132 -2.178 4.239
H 4.467 -3.414 2.975
C 0.348 2.558 -6.445
C 1.416 2.593 -7.523
C 2.041 1.243 -7.902
O 1.841 1.158 -9.332
C 1.149 2.223 -9.771
O 0.867 2.442 -10.902
O 0.791 3.024 -8.730
H -0.073 3.566 -6.454
H 0.721 2.390 -5.434
H -0.444 1.840 -6.655
H 2.215 3.268 -7.210
H 1.517 0.377 -7.501
H 3.117 1.246 -7.756
C 1.666 6.566 4.775
C 0.922 6.742 3.481
C 1.839 6.945 2.270
O 1.384 5.986 1.314
C 0.606 5.076 1.909
O 0.250 4.042 1.430
O 0.303 5.448 3.169
H 1.048 6.258 5.614
H 2.226 7.476 5.008
H 2.447 5.813 4.631
H 0.086 7.437 3.524
H 2.888 6.746 2.493
H 1.753 7.945 1.852
C -4.109 -0.137 3.902
C -4.466 -0.212 5.358
C -5.965 0.019 5.657
O -6.334 -1.032 6.533
C -5.295 -1.891 6.687
O -5.307 -2.837 7.400
O -4.280 -1.547 5.870
H -4.606 -0.915 3.320
H -3.040 -0.170 3.696
H -4.457 0.837 3.544
H -3.885 0.499 5.949
H -6.566 0.001 4.745
H -6.124 0.980 6.144
C 4.249 1.405 0.381
C 3.611 2.662 0.926
C 3.105 2.582 2.373
O 3.315 3.926 2.826
C 4.350 4.447 2.106
O 4.825 5.515 2.318
O 4.720 3.588 1.151
H 4.798 1.678 -0.517
H 3.506 0.624 0.216
H 4.940 1.014 1.129
H 2.890 3.168 0.283
H 3.704 1.869 2.940
H 2.046 2.337 2.408
C 0.602 -1.840 -5.290
C 0.430 -2.983 -6.249
C -1.029 -3.459 -6.373
O -1.384 -3.172 -7.725
C -0.361 -2.552 -8.361
O -0.428 -2.118 -9.458
O 0.733 -2.521 -7.576
H 0.432 -0.879 -5.784
H 1.604 -1.740 -4.867
H -0.036 -1.816 -4.410
H 1.110 -3.799 -6.018
H -1.710 -2.923 -5.713
H -1.156 -4.527 -6.198
C -4.929 0.654 -2.108
C -5.151 -0.499 -3.076
C -4.383 -1.784 -2.743
O -5.378 -2.794 -2.653
C -6.616 -2.225 -2.664
O -7.618 -2.831 -2.485
O -6.518 -0.906 -2.893
H -4.678 0.246 -1.126
H -5.812 1.282 -2.088
H -4.035 1.216 -2.391
H -4.986 -0.206 -4.112
H -3.745 -1.696 -1.861
H -3.716 -2.096 -3.548
C -1.526 3.497 7.042
C -0.780 3.484 5.733
C 0.553 2.742 5.781
O 0.608 2.101 4.510
C -0.643 1.993 4.011
O -0.936 1.390 3.027
O -1.513 2.672 4.782
H -1.720 2.472 7.368
H -2.392 4.148 7.064
H -0.844 3.821 7.842
H -0.684 4.469 5.281
H 0.585 1.984 6.567
H 1.384 3.431 5.924
C -1.574 -1.009 0.419
C -1.423 0.257 -0.393
C -0.214 1.122 0.022
O 0.632 1.102 -1.133
C 0.002 0.513 -2.162
O 0.413 0.459 -3.277
O -1.128 -0.100 -1.745
H -0.773 -1.731 0.252
H -2.480 -1.549 0.120
H -1.680 -0.799 1.483
H -2.345 0.828 -0.279
H 0.316 0.703 0.873
H -0.531 2.125 0.292
C -1.423 -3.661 -2.636
C -0.021 -3.676 -2.074
C 0.146 -4.761 -0.998
O 1.304 -5.481 -1.427
C 1.653 -5.101 -2.681
O 2.485 -5.652 -3.324
O 0.941 -4.026 -3.079
H -1.556 -2.912 -3.418
H -2.135 -3.428 -1.844
H -1.671 -4.610 -3.116
H 0.209 -2.673 -1.707
H -0.705 -5.438 -1.009
H 0.243 -4.318 -0.010
C 3.866 0.173 -4.500
C 4.639 0.660 -3.291
C 6.097 0.190 -3.272
O 6.834 1.366 -2.930
C 6.071 2.458 -3.165
O 6.453 3.581 -3.171
O 4.784 2.089 -3.379
H 2.833 0.505 -4.399
H 3.936 -0.917 -4.555
H 4.296 0.549 -5.429
H 4.094 0.437 -2.374
H 6.440 -0.154 -4.247
H 6.268 -0.563 -2.506
*
```

=====

Run Q
Molecular formula: C48H72O36
Method: DFT, ωB97M-V with the def2-TZVPD basis set

Results
Structure (SMILES)   C[C@H]1COC(=O)O1.C[C@H]1COC(=O)O1.C[C@H]1COC(=O)O1.C[C@H]1COC(=O)O1.C[C@H]1COC(=O)O1.C[C@H]1COC(=O)O1.C[C@H]1COC(=O)O1.C[C@H]1COC(=O)O1.C[C@H]1COC(=O)O1.C[C@H]1COC(=O)O1.C[C@H]1COC(=O)O1.C[C@H]1COC(=O)O1
LUMO energy   -0.30 eV

The geometry in ORCA input format:
```
! RIJCOSX wB97M-V def2-TZVPD def2/J DEFGRID3
* xyz 0 1
C -8.138 -2.072 -15.656
C -8.405 -3.472 -15.166
C -8.559 -4.541 -16.264
O -7.425 -5.383 -16.102
C -6.737 -5.009 -15.000
O -5.706 -5.511 -14.692
O -7.333 -3.972 -14.384
H -7.123 -1.963 -16.052
H -8.150 -1.335 -14.848
H -8.893 -1.736 -16.367
H -9.355 -3.430 -14.627
H -8.560 -4.125 -17.275
H -9.499 -5.092 -16.211
C -6.123 5.028 -15.043
C -6.320 6.427 -15.553
C -7.740 6.978 -15.650
O -7.646 8.249 -14.989
C -6.379 8.473 -14.561
O -6.047 9.434 -13.950
O -5.575 7.428 -14.863
H -6.759 4.287 -15.528
H -6.566 5.007 -14.031
H -5.071 4.764 -14.987
H -5.906 6.463 -16.568
H -8.533 6.339 -15.267
H -7.981 7.206 -16.689
C -9.470 -1.894 -10.193
C -9.299 -2.900 -9.090
C -10.551 -3.446 -8.360
O -10.421 -4.848 -8.400
C -9.322 -5.213 -9.082
O -8.946 -6.322 -9.256
O -8.696 -4.118 -9.575
H -9.660 -2.450 -11.122
H -8.560 -1.342 -10.423
H -10.311 -1.212 -10.085
H -8.593 -2.518 -8.353
H -11.455 -3.072 -8.843
H -10.550 -3.114 -7.323
C 1.375 0.442 -15.005
C 0.496 -0.783 -15.045
C 0.243 -1.586 -13.768
O -1.113 -1.321 -13.418
C -1.748 -0.815 -14.489
O -2.927 -0.822 -14.673
O -0.862 -0.316 -15.355
H 0.923 1.128 -14.273
H 1.293 1.055 -15.901
H 2.402 0.237 -14.718
H 0.694 -1.352 -15.956
H 0.906 -1.342 -12.942
H 0.340 -2.656 -13.965
C -8.537 -0.527 -6.478
C -7.597 0.604 -6.820
C -7.234 0.699 -8.317
O -7.561 2.022 -8.674
C -8.176 2.659 -7.652
O -8.618 3.755 -7.703
O -8.276 1.841 -6.582
H -9.000 -0.326 -5.510
H -8.051 -1.500 -6.439
H -9.375 -0.530 -7.182
H -6.703 0.570 -6.196
H -7.786 -0.043 -8.888
H -6.167 0.523 -8.439
C -4.623 -2.579 -12.303
C -5.470 -3.084 -11.167
C -6.006 -4.509 -11.368
O -5.344 -5.266 -10.326
C -4.968 -4.387 -9.373
O -4.758 -4.646 -8.233
O -4.710 -3.183 -9.955
H -4.208 -1.585 -12.148
H -5.257 -2.572 -13.198
H -3.815 -3.267 -12.562
H -6.338 -2.442 -10.997
H -5.744 -4.962 -12.319
H -7.067 -4.611 -11.155
C -12.255 4.201 -18.128
C -11.905 4.874 -16.822
C -12.584 4.375 -15.551
O -11.549 3.667 -14.856
C -10.354 4.018 -15.363
O -9.298 3.752 -14.879
O -10.510 4.717 -16.502
H -12.111 4.838 -19.000
H -13.312 3.921 -18.151
H -11.719 3.268 -18.310
H -12.045 5.943 -16.976
H -13.456 3.737 -15.657
H -12.866 5.211 -14.907
C -7.211 1.088 -19.173
C -7.462 2.547 -19.466
C -8.420 3.240 -18.471
O -7.921 4.565 -18.428
C -6.622 4.558 -18.799
O -5.902 5.498 -18.803
O -6.280 3.303 -19.170
H -8.199 0.632 -19.032
H -6.682 0.817 -18.268
H -6.718 0.654 -20.043
H -7.867 2.793 -20.450
H -8.426 2.770 -17.482
H -9.458 3.141 -18.786
C -4.545 -3.290 -17.133
C -3.673 -2.709 -18.230
C -2.998 -3.756 -19.130
O -3.665 -3.593 -20.391
C -4.484 -2.525 -20.374
O -5.086 -2.103 -21.307
O -4.527 -1.987 -19.132
H -4.042 -4.151 -16.685
H -5.427 -3.752 -17.584
H -4.807 -2.526 -16.406
H -2.911 -2.004 -17.903
H -3.154 -4.788 -18.819
H -1.930 -3.607 -19.283
C -3.157 0.875 -17.529
C -2.362 2.145 -17.414
C -3.183 3.392 -17.795
O -3.107 4.258 -16.676
C -2.392 3.662 -15.688
O -2.110 4.183 -14.660
O -2.100 2.398 -16.033
H -3.916 0.755 -16.754
H -2.503 0.044 -17.230
H -3.493 0.575 -18.520
H -1.428 2.151 -17.975
H -4.223 3.149 -18.025
H -2.913 3.840 -18.756
C -2.965 4.705 -11.107
C -4.283 5.478 -11.034
C -5.493 4.591 -11.232
O -5.851 4.161 -9.929
C -5.251 4.969 -9.031
O -5.347 4.899 -7.852
O -4.471 5.886 -9.663
H -2.140 5.361 -10.837
H -2.811 4.453 -12.159
H -3.048 3.860 -10.428
H -4.229 6.302 -11.741
H -5.293 3.741 -11.882
H -6.310 5.182 -11.658
C -6.822 1.276 -15.664
C -6.018 0.728 -14.492
C -5.105 1.691 -13.786
O -5.291 1.301 -12.420
C -6.442 0.581 -12.283
O -6.829 0.202 -11.227
O -6.957 0.296 -13.505
H -7.406 0.500 -16.154
H -6.122 1.810 -16.309
H -7.595 1.950 -15.281
H -5.484 -0.190 -14.769
H -5.504 2.708 -13.867
H -4.093 1.654 -14.181
*
```

=====

Compare the structures above. Which one is the most stable? run P is.